ORCA calculation (the ωB97M-V functional and the def2-TZVPD basis) on a structure of composition C48H114BO22V.

The geometry in XYZ format:
```
186
Properties=species:S:1:pos:R:3:forces:R:3:lowdin_spin:R:1
O -5.24498 -0.80605 3.15646 1.5 -0.5 2.0 -0.26
V -4.00276 -0.86012 4.10551 0.1 2.0 -4.2 1.22
O -0.20969 1.92280 2.82945 -0.3 0.1 0.2 0.00
C -0.58074 1.21690 1.94159 0.1 -0.2 0.2 0.00
O 0.07396 0.87653 0.86992 0.3 0.4 -0.2 0.00
B -0.72324 0.04517 -0.03095 0.1 -0.4 -1.1 0.00
O -1.95739 -0.23210 0.78075 -0.3 -0.1 0.4 0.00
C -1.91582 0.42372 1.88829 -0.2 -0.3 -0.8 0.00
O -2.80216 0.42200 2.73163 -0.4 -0.5 1.4 0.00
O 0.00461 -1.16405 -0.40662 -0.3 0.2 0.7 0.00
C 0.33314 -1.10130 -1.70369 -0.3 0.0 0.4 0.00
O 1.03303 -1.86638 -2.27368 0.2 -0.2 -0.3 0.00
C -0.39064 0.13020 -2.27492 0.4 -0.4 0.0 0.00
O -1.09533 0.69881 -1.30388 0.1 0.0 0.7 0.00
O -0.28996 0.47599 -3.40332 -0.2 0.3 -0.5 0.00
C 0.28269 -5.69911 -2.37375 -0.4 -0.5 -0.1 0.00
C -0.76909 -5.77502 -3.47276 0.7 0.7 0.1 0.00
O -1.08742 -7.10275 -3.80498 0.1 0.1 0.3 0.00
C -2.18151 -7.21221 -4.68108 -1.0 -0.3 0.0 0.00
C -3.53634 -6.92787 -4.00500 0.3 0.0 -0.1 0.00
H 1.25213 -6.08902 -2.67993 0.0 0.1 -0.1 0.00
H 0.37974 -4.65487 -2.07462 0.2 0.0 0.1 0.00
H -0.07236 -6.30456 -1.53610 0.1 0.1 0.1 0.00
H -1.62293 -5.19336 -3.10712 -0.3 -0.2 -0.1 0.00
H -0.38981 -5.24454 -4.35510 -0.1 0.0 -0.2 0.00
H -2.08825 -6.55959 -5.55573 0.2 0.1 0.0 0.00
H -2.18305 -8.23712 -5.05036 0.1 0.0 0.0 0.00
H -3.54575 -5.90347 -3.63164 -0.2 0.0 0.0 0.00
H -3.74849 -7.61024 -3.18143 0.3 0.0 0.1 0.00
H -4.35577 -7.05297 -4.71425 0.1 0.1 -0.1 0.00
C 3.57038 0.39962 -0.73117 -0.5 0.6 0.4 0.00
C 4.72694 0.62857 0.25142 -0.3 -0.6 -0.7 0.00
O 5.93027 0.27246 -0.39572 0.0 -0.1 0.2 0.00
C 7.07319 0.64459 0.33743 0.7 0.7 -0.2 0.00
C 8.29136 0.15634 -0.42286 0.0 0.1 0.1 0.00
H 3.27273 1.34602 -1.18823 0.2 -0.1 -0.3 0.00
H 3.77793 -0.32476 -1.51596 0.3 -0.1 0.1 0.00
H 2.66572 0.08513 -0.20082 0.1 -0.2 0.1 0.00
H 4.76161 1.68002 0.55300 0.0 0.0 0.2 0.00
H 4.58490 -0.01440 1.12883 0.1 0.2 0.2 0.00
H 7.11183 1.74084 0.42311 -0.1 0.0 0.0 0.00
H 7.10626 0.27121 1.36947 -0.4 -0.3 -0.1 0.00
H 8.42827 0.71787 -1.34695 -0.2 -0.2 -0.2 0.00
H 8.14722 -0.90500 -0.61972 0.2 0.0 -0.2 0.00
H 9.21107 0.30699 0.14452 -0.1 -0.1 0.2 0.00
C 2.70462 -2.51757 1.72002 0.6 -0.9 -0.8 0.00
C 2.87033 -3.41364 0.49007 -0.7 0.7 -0.2 0.00
O 3.75922 -4.46091 0.75063 -0.2 0.0 0.0 0.00
C 4.08164 -5.19928 -0.40619 0.5 -0.4 -0.4 0.00
C 5.03859 -6.31953 -0.03311 -0.3 0.4 0.3 0.00
H 2.34631 -3.07621 2.58432 -0.1 0.1 0.0 0.00
H 3.72555 -2.17970 1.90289 -0.2 0.5 0.4 0.00
H 2.02805 -1.71937 1.41831 0.1 0.2 0.3 0.00
H 1.89561 -3.76407 0.11666 0.0 -0.3 0.2 0.00
H 3.21671 -2.74942 -0.31478 0.3 -0.2 -0.1 0.00
H 3.21276 -5.63776 -0.91505 -0.4 0.2 0.3 0.00
H 4.55874 -4.55193 -1.15340 0.0 0.1 0.1 0.00
H 4.68685 -6.82662 0.86643 -0.1 -0.1 -0.1 0.00
H 6.01892 -5.90283 0.19491 0.1 -0.2 -0.1 0.00
H 5.07423 -7.03970 -0.84854 0.3 0.0 0.0 0.00
C 1.60950 4.47216 5.29732 -0.3 0.4 0.6 0.00
C 0.20588 3.98231 5.65429 0.5 -0.3 -0.9 0.00
O -0.82908 4.92562 5.49692 0.1 -0.4 -0.1 0.00
C -1.04016 5.31329 4.14334 -0.9 0.6 0.3 0.00
C -2.48439 5.83070 4.08865 0.7 -0.1 -0.2 0.00
H 2.30221 3.66311 5.53176 0.2 0.1 -0.1 0.00
H 1.72317 4.75391 4.25108 -0.2 -0.2 -0.1 0.00
H 1.85688 5.36226 5.87932 0.2 -0.1 0.1 0.00
H 0.05082 3.12780 4.98017 -0.4 0.0 0.1 0.00
H 0.15272 3.60222 6.67319 0.1 0.3 0.2 0.00
H -0.39196 6.15595 3.89422 0.3 -0.1 -0.1 0.00
H -0.86128 4.49400 3.44310 0.1 -0.2 0.1 0.00
H -2.52134 6.68978 4.75552 -0.3 0.0 0.0 0.00
H -3.19342 5.07288 4.41463 0.0 0.0 0.1 0.00
H -2.74976 6.14165 3.07756 0.0 0.1 0.0 0.00
C 2.27540 3.66050 0.47063 -0.3 -0.2 0.1 0.00
C 2.24259 5.10898 0.91085 0.8 -0.1 -0.8 0.00
O 3.46958 5.67981 0.47862 -0.3 0.1 -0.2 0.00
C 3.60674 7.05104 0.78291 0.0 0.2 0.3 0.00
C 4.73461 7.65244 -0.03771 0.3 0.0 0.8 0.00
H 2.52912 3.53419 -0.58244 -0.1 0.5 -0.1 0.00
H 3.04141 3.08808 0.99346 -0.3 0.0 0.3 0.00
H 1.27284 3.24977 0.61323 0.2 -0.3 0.2 0.00
H 1.40752 5.60925 0.40723 -0.1 0.2 0.2 0.00
H 2.14512 5.21500 1.99670 -0.1 0.0 0.1 0.00
H 2.67669 7.61520 0.62708 -0.1 -0.3 -0.3 0.00
H 3.81075 7.12155 1.86193 0.1 0.3 -0.1 0.00
H 5.68219 7.30125 0.37623 0.1 -0.2 -0.3 0.00
H 4.77784 8.73496 0.09209 -0.3 0.0 -0.1 0.00
H 4.66341 7.40970 -1.09430 -0.1 -0.1 0.0 0.00
C 7.50625 -2.52334 -3.36986 -0.5 0.2 -0.3 0.00
C 6.06337 -2.18228 -3.05252 0.3 0.1 0.4 0.00
O 5.22550 -2.94154 -3.88972 0.1 0.0 -0.1 0.00
C 3.84851 -2.77362 -3.63583 -0.1 -0.4 0.3 0.00
C 3.11547 -3.84445 -4.40157 -0.6 0.1 -0.8 0.00
H 8.17371 -1.90002 -2.77858 0.1 -0.2 0.2 0.00
H 7.64374 -3.58669 -3.17799 0.3 0.1 0.0 0.00
H 7.71462 -2.30394 -4.41804 0.0 -0.2 0.0 0.00
H 5.87302 -2.43437 -1.99912 -0.2 0.1 0.0 0.00
H 5.89623 -1.10248 -3.15227 -0.2 0.0 -0.1 0.00
H 3.62808 -2.92994 -2.57099 0.1 0.3 0.1 0.00
H 3.52090 -1.76448 -3.90833 0.0 0.0 0.0 0.00
H 3.41826 -4.84518 -4.09584 0.2 0.0 0.0 0.00
H 3.26376 -3.72251 -5.47762 0.4 -0.2 0.0 0.00
H 2.02829 -3.78074 -4.30609 0.1 0.2 0.4 0.00
C 2.81149 1.66876 -4.70991 0.5 -0.5 0.3 0.00
C 2.04098 2.97119 -4.92157 0.2 -0.7 0.4 0.00
C 2.51404 3.60147 -6.22029 -0.3 -0.4 0.3 0.00
O 0.64749 2.68045 -4.94882 -0.1 0.3 -0.3 0.00
H 3.89879 1.79011 -4.73523 -0.1 0.3 0.0 0.00
H 2.58534 0.92126 -5.47400 -0.2 0.2 -0.1 0.00
H 2.61262 1.19329 -3.74346 -0.2 0.2 0.0 0.00
H 2.23847 3.61892 -4.05831 0.1 0.2 -0.1 0.00
H 1.91586 4.44149 -6.56749 0.0 0.1 0.2 0.00
H 2.46917 2.80592 -6.96629 0.1 0.2 -0.2 0.00
H 3.54587 3.90452 -6.04984 0.0 0.1 -0.3 0.00
H 0.46230 2.01176 -4.27585 0.0 0.1 -0.2 0.00
C -1.55041 1.04517 6.98874 0.3 -0.1 -0.1 0.00
C -1.27144 0.56276 5.56308 0.2 0.2 0.5 0.00
C 0.18677 0.16006 5.38100 0.0 0.4 0.5 0.00
O -2.04791 -0.64907 5.30067 -1.1 -0.6 -0.3 0.00
H -1.48432 0.21922 7.70137 0.3 0.0 0.0 0.00
H -2.51458 1.51554 7.18318 -0.1 0.1 -0.5 0.00
H -0.77289 1.77534 7.20710 -0.1 0.0 0.3 0.00
H -1.57991 1.31488 4.84061 0.0 -0.2 -0.2 0.00
H 0.46662 -0.49793 6.21247 0.1 -0.1 -0.1 0.00
H 0.81818 1.04583 5.45630 0.0 -0.1 0.0 0.00
H 0.42054 -0.32781 4.43641 -0.2 0.0 -0.1 0.00
H -1.55375 -1.36388 5.72884 -0.2 0.0 -0.1 0.00
C -6.95208 1.12535 -0.63515 0.3 0.8 0.5 0.00
C -5.65390 1.11262 0.16617 0.2 -0.3 0.0 0.00
C -4.54842 1.84297 -0.57240 0.1 0.3 -0.7 0.00
O -5.83009 1.70254 1.45200 -0.2 0.1 0.5 0.00
H -7.25271 2.17816 -0.70743 0.0 0.0 -0.4 0.00
H -7.78327 0.64145 -0.12478 0.2 -0.4 -0.1 0.00
H -6.76568 0.73141 -1.63037 -0.3 -0.1 0.0 0.00
H -5.37156 0.07589 0.37436 0.1 0.1 0.0 0.00
H -4.85003 2.88769 -0.70432 0.0 0.0 0.0 0.00
H -4.38531 1.44658 -1.57940 -0.2 -0.1 0.2 0.00
H -3.55638 1.86900 -0.12240 -0.2 -0.3 0.5 0.00
H -6.31623 2.52993 1.34283 0.1 -0.1 -0.1 0.00
C -3.05444 2.23493 -3.84513 0.2 -0.5 0.1 0.00
C -4.26390 2.71243 -4.62602 0.0 0.4 -0.4 0.00
C -5.57466 2.53108 -3.88561 0.3 -0.5 0.4 0.00
O -4.15014 4.09549 -4.97060 -0.1 0.2 0.3 0.00
H -2.14466 2.39799 -4.42500 0.1 0.1 0.1 0.00
H -3.10388 1.15706 -3.65429 -0.1 0.0 -0.2 0.00
H -2.93354 2.67031 -2.85042 -0.1 0.4 -0.2 0.00
H -4.29947 2.18606 -5.58880 -0.1 -0.4 0.2 0.00
H -5.62134 3.18601 -3.01316 -0.1 0.3 -0.3 0.00
H -5.59848 1.52254 -3.45947 -0.1 -0.1 -0.3 0.00
H -6.44516 2.65008 -4.52586 0.0 0.2 0.0 0.00
H -3.34536 4.20952 -5.48770 0.0 0.0 0.0 0.00
C -2.35449 -4.62322 3.62806 0.3 0.0 0.0 0.00
C -1.92441 -3.21365 3.28529 0.4 -0.5 -1.2 0.00
C -1.00891 -3.18384 2.06346 0.4 0.4 0.1 0.00
O -3.11921 -2.44417 2.95361 -0.1 0.7 1.4 0.02
H -1.47916 -5.20063 3.93053 -0.1 0.0 0.3 0.00
H -2.73089 -5.12755 2.73544 -0.2 0.1 0.0 0.00
H -3.12497 -4.63874 4.39876 0.1 -0.1 0.1 0.00
H -1.35618 -2.70558 4.06532 -0.5 0.0 0.3 0.00
H -1.54172 -3.29826 1.11876 -0.1 -0.3 0.1 0.00
H -0.23024 -3.94136 2.15071 -0.1 -0.1 -0.1 0.00
H -0.49349 -2.22370 1.99386 0.0 0.0 0.0 0.00
H -3.36627 -2.66425 2.01193 -0.5 0.6 -0.1 0.00
C -3.22793 -2.96855 -1.77942 0.4 -0.1 -0.5 0.00
C -4.17346 -2.24804 -0.84617 -0.1 -0.7 -0.2 0.00
C -5.62450 -2.31537 -1.31028 0.5 0.6 -0.2 0.00
O -4.10182 -2.85357 0.47271 0.4 0.1 0.7 0.00
H -3.23126 -2.54591 -2.78777 -0.3 0.1 0.0 0.00
H -3.49186 -4.02415 -1.88627 0.0 0.0 0.1 0.00
H -2.18668 -2.87962 -1.46029 -0.1 -0.2 0.3 0.00
H -3.78509 -1.23481 -0.75821 -0.4 0.1 0.4 0.00
H -5.72662 -1.59589 -2.12448 -0.3 -0.2 -0.1 0.00
H -6.31461 -2.04279 -0.51440 0.0 0.1 0.0 0.00
H -5.87311 -3.31345 -1.67191 0.0 0.0 0.0 0.00
H -4.39545 -3.77165 0.42593 -0.1 0.1 -0.3 0.00
C -5.44936 3.25513 4.54630 -0.6 0.0 -0.1 0.00
C -4.23529 2.37922 4.32710 -0.7 1.4 0.2 0.00
O -4.46015 1.09968 4.99332 0.4 -0.8 -0.2 0.01
H -5.71014 3.42366 5.59596 0.3 -0.1 0.1 0.00
H -6.33607 2.82938 4.07143 0.1 -0.1 -0.1 0.00
H -5.29007 4.23796 4.10093 0.1 0.0 0.0 0.00
H -3.38155 2.88280 4.78677 0.3 -0.4 -0.2 0.00
H -4.11443 2.25641 3.25800 0.2 -0.5 0.1 0.00
H -4.74815 1.34201 5.88384 0.0 -0.4 0.0 0.00
```
Positions in Å, forces in eV/Å.

## Properties
- net charge = +1
- <S²> = 0.792
- strongest force on any atom (eV Å⁻¹) = 4.6
- gap between HOMO and LUMO (alpha / beta) (eV) = 4.60 / 4.99
- spin multiplicity = 2
- highest occupied orbital energy (alpha / beta) (eV) = -10.52 / -10.52
- E (hartree) = -4521.30876